#i
Formula: C3H8OS2
Source: OMol25
Level of theory: the ωB97M-V functional and the def2-TZVPD basis

## Properties
- Lowest unoccupied orbital energy: -0.0830 Eh
- 2S+1: 1
- Gap between HOMO and LUMO: 0.2359 hartree

Geometry (Å):
1 S -0.413 -1.704 -0.314
2 S -0.618 1.580 -1.536
3 O 1.659 0.019 -0.956
4 C -0.268 0.937 0.089
5 C 1.254 0.790 0.100
6 C -0.956 -0.332 0.743
7 H 1.548 0.271 1.079
8 H -2.369 -2.799 0.100
9 H 1.607 1.770 -0.139
10 H -0.616 -0.507 1.770
11 H 1.745 -1.054 -0.754
12 H -0.448 1.693 1.003
13 H -2.020 -0.506 0.723
14 H -0.103 -0.158 -1.908

These are the Mulliken partial charges, in e, on atoms 1 to 2: -0.30 -0.18

***

#ii
Formula: C3H8OS2
Source: OMol25
Level of theory: the ωB97M-V functional and the def2-TZVPD basis

## Properties
- Lowest unoccupied orbital energy: -0.1234 Eh
- 2S+1: 1
- Gap between HOMO and LUMO: 0.2173 hartree

Geometry (Å):
1 S 2.157 -1.134 1.266
2 S -2.651 -0.659 -0.365
3 O 1.541 2.016 -1.264
4 C 0.918 1.334 -0.209
5 C -0.301 0.646 -0.737
6 C -1.080 -0.112 0.356
7 H -2.567 -1.970 -0.096
8 H 1.510 0.459 0.240
9 H -0.516 -1.022 0.618
10 H 2.493 1.958 -1.157
11 H -1.018 1.264 -1.277
12 H -1.076 0.421 1.309
13 H 0.742 1.991 0.647
14 H 0.089 -0.042 -1.499

These are the Mulliken partial charges, in e, on atoms 1 to 2: -0.13 -0.25

***

Most favorable structure: #ii. The second most favorable one is 255.3 kJ/mol above it.

***

#i
Formula: C9H15N2
Source: OMol25
Level of theory: the ωB97M-V functional and the def2-TZVPD basis

## Properties
- Lowest unoccupied orbital energy: -0.1687 Eh
- 2S+1: 1
- Structure (SMILES): C=CC1=[N+](C)[C@H](N=C)CCC1
- Charge: +1
- Gap between HOMO and LUMO: 0.3456 hartree

Geometry (Å):
1 N -0.134 0.651 -0.762
2 N -2.246 0.554 0.432
3 C -1.623 0.853 1.468
4 C 0.638 -1.446 0.052
5 C -0.821 -1.936 -0.007
6 C -1.779 -1.266 -1.006
7 C 0.024 2.086 -0.907
8 C 1.991 0.573 0.339
9 C 0.806 -0.040 -0.187
10 C 2.993 0.015 1.011
11 C -1.787 0.260 -0.770
12 H -1.312 -1.747 0.958
13 H 1.928 1.565 0.509
14 H 0.852 2.243 -1.603
15 H -1.487 -1.601 -1.936
16 H 3.805 0.595 1.357
17 H -0.931 2.491 -1.515
18 H 3.043 -1.050 0.983
19 H -2.259 0.811 2.368
20 H -2.349 0.736 -1.600
21 H -2.830 -1.633 -0.914
22 H 0.043 2.626 0.037
23 H -0.556 1.056 1.622
24 H 1.138 -1.809 1.029
25 H -0.842 -3.010 -0.357
26 H 1.189 -2.064 -0.666

These are the Mulliken partial charges, in e, on atoms 1 to 2: -0.06 -0.29

***

#ii
Formula: C9H15N2
Source: OMol25
Level of theory: the ωB97M-V functional and the def2-TZVPD basis

## Properties
- Lowest unoccupied orbital energy: -0.1521 Eh
- 2S+1: 1
- Charge: +1
- Gap between HOMO and LUMO: 0.2903 hartree

Geometry (Å):
1 N 1.346 2.973 -2.316
2 N 0.587 0.972 -1.297
3 C -0.638 1.384 2.725
4 C -0.911 1.867 1.320
5 C 0.639 -0.038 -0.251
6 C -0.448 -3.238 -0.238
7 C -0.853 -1.977 -1.050
8 C 1.443 1.958 -1.408
9 C 0.128 -1.274 -0.295
10 C -1.586 0.830 1.745
11 C 0.386 -2.370 0.675
12 H 1.791 3.832 -1.958
13 H 1.296 0.207 0.574
14 H -1.309 -3.571 0.348
15 H -0.916 2.627 0.498
16 H 1.292 2.821 -3.327
17 H -2.492 0.221 1.542
18 H 1.420 -2.504 0.914
19 H 0.182 -4.059 -0.661
20 H -0.060 0.694 -2.064
21 H -0.978 2.048 3.621
22 H -1.879 -1.764 -0.976
23 H -0.688 -2.131 -2.114
24 H -0.105 -2.239 1.621
25 H 2.089 1.901 -0.552
26 H 0.264 0.829 2.923

These are the Mulliken partial charges, in e, on atoms 1 to 2: -0.41 -0.06

***

Most favorable structure: #i. The second most favorable one is 222.6 kJ/mol above it.

***

#i
Formula: C5H8N
Source: OMol25
Level of theory: the ωB97M-V functional and the def2-TZVPD basis

## Properties
- Lowest unoccupied orbital energy (alpha / beta): -0.1228 / -0.3066 Eh
- 2S+1: 3
- Charge: +1
- Expectation value of S²: 2.006
- Gap between HOMO and LUMO (alpha / beta): 0.3151 / 0.2857 hartree

Geometry (Å):
1 N -0.310 -0.232 0.372
2 C -2.401 0.047 -0.310
3 C -1.409 0.583 0.330
4 C 1.221 -0.307 0.584
5 C 0.218 -1.328 0.073
6 C 2.036 0.527 -0.347
7 H -3.377 0.441 -0.292
8 H -1.381 1.617 0.682
9 H 3.035 0.353 -0.203
10 H 1.407 -0.571 1.568
11 H -0.054 -2.258 -0.307
12 H 1.796 1.497 0.049
13 H 1.578 0.457 -1.289
14 H -2.360 -0.825 -0.909

These are the Mulliken partial charges, in e, on atoms 1 to 2: -0.07 -0.88

***

#ii
Formula: C5H8N
Source: OMol25
Level of theory: the ωB97M-V functional and the def2-TZVPD basis

## Properties
- Lowest unoccupied orbital energy (alpha / beta): -0.1328 / -0.2550 Eh
- 2S+1: 3
- Charge: +1
- Expectation value of S²: 2.016
- Gap between HOMO and LUMO (alpha / beta): 0.2479 / 0.3135 hartree

Geometry (Å):
1 N -0.505 1.267 -0.553
2 C 0.699 -0.062 0.816
3 C -0.410 1.065 0.948
4 C 0.000 -2.280 -0.300
5 C 0.196 -1.028 -0.127
6 C 0.408 0.194 -0.952
7 H -0.301 -2.553 -1.392
8 H -0.065 2.063 1.396
9 H 1.490 -0.200 1.516
10 H -1.362 1.164 -0.908
11 H 1.227 0.493 -1.578
12 H -0.037 2.084 -0.874
13 H 0.023 -3.019 0.530
14 H -1.363 0.813 1.479

These are the Mulliken partial charges, in e, on atoms 1 to 2: 0.04 -0.52

***

#iii
Formula: C5H8N
Source: OMol25
Level of theory: the ωB97M-V functional and the def2-TZVPD basis

## Properties
- Lowest unoccupied orbital energy (alpha / beta): -0.1371 / -0.2604 Eh
- 2S+1: 3
- Charge: +1
- Expectation value of S²: 2.009
- Gap between HOMO and LUMO (alpha / beta): 0.1936 / 0.2737 hartree

Geometry (Å):
1 N 0.559 0.754 1.196
2 C -0.906 0.374 -1.527
3 C -0.739 -0.726 -0.547
4 C 0.527 -0.400 0.227
5 C -0.123 -1.675 0.525
6 C 0.483 -0.262 -1.331
7 H 0.482 -2.503 0.330
8 H -0.749 -1.799 1.375
9 H -1.450 -0.085 -2.424
10 H 1.441 1.070 1.220
11 H 1.467 -0.865 -2.332
12 H -1.142 1.366 -1.145
13 H 0.208 0.310 2.044
14 H -0.061 1.457 0.928

These are the Mulliken partial charges, in e, on atoms 1 to 2: -0.09 -0.23

***

#iv
Formula: C5H8N
Source: OMol25
Level of theory: the ωB97M-V functional and the def2-TZVPD basis

## Properties
- Lowest unoccupied orbital energy (alpha / beta): -0.1345 / -0.2329 Eh
- 2S+1: 3
- Charge: +1
- Expectation value of S²: 2.012
- Gap between HOMO and LUMO (alpha / beta): 0.2366 / 0.2626 hartree

Geometry (Å):
1 N 2.147 0.273 -0.398
2 C 0.902 -0.090 0.539
3 C -0.178 -0.921 -0.027
4 C -1.410 -0.548 -0.008
5 C -3.812 0.390 -0.063
6 C -2.588 -0.128 -0.017
7 H 2.728 -0.578 -0.233
8 H 1.448 -0.659 1.359
9 H 0.432 0.819 0.923
10 H -4.667 0.093 -0.647
11 H 2.018 0.488 -1.369
12 H 2.439 1.019 0.144
13 H -3.937 1.315 0.432
14 H 0.080 -1.815 -0.525

These are the Mulliken partial charges, in e, on atoms 1 to 2: -0.31 -0.47

***

Most favorable structure: #iv. The second most favorable one is 90.5 kJ/mol above it.

***

#i
Formula: C5H8N
Source: OMol25
Level of theory: the ωB97M-V functional and the def2-TZVPD basis

## Properties
- Lowest unoccupied orbital energy (alpha / beta): -0.1392 / -0.2272 Eh
- 2S+1: 3
- Charge: +1
- Expectation value of S²: 2.009
- Gap between HOMO and LUMO (alpha / beta): 0.2057 / 0.3281 hartree

Geometry (Å):
1 N -1.626 0.753 -0.029
2 C -0.164 -1.294 0.424
3 C -0.605 -0.207 -0.552
4 C 0.745 -0.193 0.036
5 C 2.087 0.023 -0.515
6 C 1.755 0.776 0.503
7 H -1.486 0.855 0.986
8 H -2.578 0.404 -0.199
9 H -0.777 -0.447 -1.592
10 H 0.008 -2.283 0.027
11 H -0.609 -1.303 1.409
12 H -1.524 1.677 -0.469
13 H 1.984 1.531 1.216
14 H 2.791 -0.291 -1.245

These are the Mulliken partial charges, in e, on atoms 1 to 2: -0.29 -0.61

***

#ii
Formula: C5H8N
Source: OMol25
Level of theory: the ωB97M-V functional and the def2-TZVPD basis

## Properties
- Lowest unoccupied orbital energy (alpha / beta): -0.1185 / -0.3166 Eh
- 2S+1: 3
- Charge: +1
- Expectation value of S²: 2.006
- Gap between HOMO and LUMO (alpha / beta): 0.3143 / 0.2869 hartree

Geometry (Å):
1 N -0.129 -0.004 -0.420
2 C 0.045 0.004 -1.755
3 C -0.022 0.118 2.283
4 C -0.074 -0.432 0.845
5 C 0.118 1.275 -1.058
6 C 0.029 -0.821 -2.762
7 H 0.343 1.198 2.253
8 H -0.060 -1.923 -2.517
9 H -0.922 0.040 2.812
10 H -0.335 -1.518 0.812
11 H 0.657 -0.521 2.655
12 H 0.224 -0.439 -3.697
13 H -0.593 1.935 -1.289
14 H 1.038 1.769 -0.800

These are the Mulliken partial charges, in e, on atoms 1 to 2: 0.01 0.81

***

Most favorable structure: #ii. The second most favorable one is 47.9 kJ/mol above it.

***

#i
Formula: C5H8N
Source: OMol25
Level of theory: the ωB97M-V functional and the def2-TZVPD basis

## Properties
- Lowest unoccupied orbital energy (alpha / beta): -0.2051 / -0.2260 Eh
- 2S+1: 3
- Charge: +1
- Expectation value of S²: 2.020
- Gap between HOMO and LUMO (alpha / beta): 0.2366 / 0.3466 hartree

Geometry (Å):
1 N 0.090 -0.782 1.562
2 C -0.321 -0.875 -0.386
3 C -0.997 -1.144 0.889
4 C 0.579 2.145 -0.121
5 C -0.632 -0.953 -1.675
6 C 0.841 -0.463 0.446
7 H -1.600 -1.308 -1.991
8 H 0.071 -0.668 -2.440
9 H 1.629 2.282 -0.295
10 H 0.173 2.421 0.833
11 H 0.308 -0.764 2.552
12 H -0.080 2.020 -0.955
13 H 1.906 -0.470 0.342
14 H -1.965 -1.440 1.240

These are the Mulliken partial charges, in e, on atoms 1 to 2: -0.02 0.71

***

#ii
Formula: C5H8N
Source: OMol25
Level of theory: the ωB97M-V functional and the def2-TZVPD basis

## Properties
- Lowest unoccupied orbital energy (alpha / beta): -0.1663 / -0.3078 Eh
- 2S+1: 3
- Charge: +1
- Expectation value of S²: 2.025
- Gap between HOMO and LUMO (alpha / beta): 0.2585 / 0.2353 hartree

Geometry (Å):
1 N 0.843 -0.377 1.158
2 C 2.291 -1.395 -0.367
3 C -2.315 1.385 -0.432
4 C -1.141 0.806 -0.635
5 C 0.109 0.555 1.040
6 C 1.578 -1.436 0.743
7 H -3.285 0.700 -0.596
8 H -2.304 2.491 -0.248
9 H -0.295 1.603 -0.750
10 H 2.662 -2.318 -0.918
11 H -0.978 -0.240 -0.897
12 H 2.060 -0.601 -1.078
13 H -0.548 1.128 1.601
14 H 1.323 -2.302 1.380

These are the Mulliken partial charges, in e, on atoms 1 to 2: -0.10 -0.57

***

Most favorable structure: #i. The second most favorable one is 200.1 kJ/mol above it.